{
  "formula": "C3H14NO2",
  "method": "the ωB97M-V functional and the def2-TZVPD basis",
  "lumo_energy_ev": -2.855,
  "relative_energy_kj_mol": 101.8,
  "energy_ha": -327.68381,
  "total_charge": 1,
  "homo_lumo_gap_ev": 12.69,
  "symbols": ["C", "C", "N", "C", "H", "H", "H", "H", "H", "H", "H", "H", "H", "H", "H", "H", "O", "H", "H", "O"],
  "positions_angstrom": [[0.98551, -1.69781, 1.53161], [0.05588, -1.80246, 0.32729], [0.38570, -0.71195, -0.67422], [-0.74959, -0.38286, -1.60723], [2.01377, -2.00008, 1.34139], [0.64005, -2.33640, 2.35886], [0.90206, -0.67302, 1.90984], [-1.01630, -1.98059, 0.44430], [0.28339, -2.74339, -0.19289], [0.45902, 0.24161, -0.25268], [1.26853, -1.02103, -1.07218], [-1.50786, 0.00685, -0.93331], [-0.39252, 0.31728, -2.35902], [-1.17140, -1.24108, -2.12760], [1.07489, 1.98392, 1.76467], [0.10977, 2.04718, 0.69233], [0.88078, 1.50355, 0.93655], [-1.14736, 4.10891, -1.07625], [-1.99509, 3.12939, -0.38539], [-1.07924, 3.25198, -0.62608]],
  "nbo_charge": [-0.65, -0.23, -0.52, -0.41, 0.23, 0.25, 0.24, 0.24, 0.22, 0.48, 0.44, 0.22, 0.24, 0.23, 0.51, 0.50, -0.98, 0.50, 0.48, -0.97]
}